1.
H5NP4 | the ωB97M-V functional and the def2-TZVPD basis

Properties
Energy relative to the best compared isomer or geometry (same formula, charge and spin) (eV): 0.059
HOMO energy (eV): -8.71
Maximum force (eV/Å): 3.3
LUMO (eV): -0.757

```
! wB97M-V def2-TZVPD RIJCOSX def2/J DEFGRID3
* xyz 0 1
N -2.14 0.22 -0.61
P -1.30 -1.15 -0.23
P 0.32 -0.24 0.96
P 1.80 -0.99 -0.46
P 0.19 1.76 0.10
H -2.93 -0.18 -1.10
H 2.48 -1.87 0.49
H 1.35 -2.17 -0.95
H 1.18 2.59 0.79
H -0.94 2.03 1.02
*
```

These are the Mulliken partial charges, in e, on atoms 1 to 6: number 1, N, carries -0.503; number 2, P, carries 0.231; number 3, P, carries -0.007; number 4, P, carries -0.147; number 5, P, carries -0.126; number 6, H, carries 0.235

=====

2.
C11H15F2GaO9PS | the ωB97M-V functional and the def2-TZVPD basis

Properties
Energy relative to the best compared isomer or geometry (same formula, charge and spin) (eV): 0.628
HOMO energy (eV): -6.48
Maximum force (eV/Å): 3.7
LUMO (eV): 2.462

```
! wB97M-V def2-TZVPD RIJCOSX def2/J DEFGRID3
* xyz -1 1
C -1.17 -2.17 -1.83
C -1.91 -0.92 -2.29
O -1.81 -0.59 -3.40
O -2.70 -0.21 -1.41
C -2.01 0.86 -0.83
O -2.50 1.91 -0.89
C -0.71 0.68 -0.12
Ga 0.93 1.26 -1.19
O 1.71 -0.26 -1.93
C 0.61 2.77 -2.49
P 0.34 2.25 -4.20
O 1.16 3.05 -5.13
O 0.68 0.70 -4.46
O -1.22 2.55 -4.60
S 2.50 2.09 0.39
O 3.27 3.16 -0.17
O 1.83 2.44 1.61
F 3.57 0.90 0.78
H -0.13 -2.14 -2.15
H -1.28 -2.24 -0.74
H -1.65 -3.03 -2.31
H -0.54 -0.33 0.25
H -0.75 1.32 0.76
H 1.94 -0.82 -1.17
H -0.17 3.46 -2.15
H 1.52 3.37 -2.51
H 1.64 0.60 -4.51
H -1.71 1.73 -4.39
F 0.48 -0.14 2.29
C 0.18 -1.00 3.27
C 0.94 -1.00 4.42
C 0.63 -1.89 5.44
C -0.43 -2.77 5.29
C -1.18 -2.77 4.13
C -0.88 -1.87 3.11
H 1.77 -0.31 4.51
H 1.22 -1.89 6.35
H -0.67 -3.47 6.09
H -2.01 -3.46 4.01
H -1.47 -1.84 2.20
*
```

These are the Mulliken partial charges, in e, on atoms 1 to 6: number 1, C, carries -0.752; number 2, C, carries 0.635; number 3, O, carries -0.455; number 4, O, carries -0.375; number 5, C, carries -0.012; number 6, O, carries -0.518

=====

3.
CH4Se | the ωB97M-V functional and the def2-TZVPD basis

Properties
Energy relative to the best compared isomer or geometry (same formula, charge and spin) (eV): 1.860
HOMO energy (eV): -8.82
Maximum force (eV/Å): 3.6
LUMO (eV): -0.993

```
! wB97M-V def2-TZVPD RIJCOSX def2/J DEFGRID3
* xyz 0 1
C -0.38 -0.49 0.00
Se 1.47 0.11 0.01
H -0.36 -1.57 0.16
H -0.92 -0.01 0.81
H -0.84 -0.27 -0.96
H 1.03 2.24 -0.01
*
```

Here is what Mulliken gives for the atomic charges, in e: number 1, C, carries -0.786; number 2, Se, carries -0.078; number 3, H, carries 0.274; number 4, H, carries 0.278; number 5, H, carries 0.282; number 6, H, carries 0.030

=====

Repeat the second record exactly.
C11H15F2GaO9PS | the ωB97M-V functional and the def2-TZVPD basis

Properties
Energy relative to the best compared isomer or geometry (same formula, charge and spin) (eV): 0.628
HOMO energy (eV): -6.48
Maximum force (eV/Å): 3.7
LUMO (eV): 2.462

```
! wB97M-V def2-TZVPD RIJCOSX def2/J DEFGRID3
* xyz -1 1
C -1.17 -2.17 -1.83
C -1.91 -0.92 -2.29
O -1.81 -0.59 -3.40
O -2.70 -0.21 -1.41
C -2.01 0.86 -0.83
O -2.50 1.91 -0.89
C -0.71 0.68 -0.12
Ga 0.93 1.26 -1.19
O 1.71 -0.26 -1.93
C 0.61 2.77 -2.49
P 0.34 2.25 -4.20
O 1.16 3.05 -5.13
O 0.68 0.70 -4.46
O -1.22 2.55 -4.60
S 2.50 2.09 0.39
O 3.27 3.16 -0.17
O 1.83 2.44 1.61
F 3.57 0.90 0.78
H -0.13 -2.14 -2.15
H -1.28 -2.24 -0.74
H -1.65 -3.03 -2.31
H -0.54 -0.33 0.25
H -0.75 1.32 0.76
H 1.94 -0.82 -1.17
H -0.17 3.46 -2.15
H 1.52 3.37 -2.51
H 1.64 0.60 -4.51
H -1.71 1.73 -4.39
F 0.48 -0.14 2.29
C 0.18 -1.00 3.27
C 0.94 -1.00 4.42
C 0.63 -1.89 5.44
C -0.43 -2.77 5.29
C -1.18 -2.77 4.13
C -0.88 -1.87 3.11
H 1.77 -0.31 4.51
H 1.22 -1.89 6.35
H -0.67 -3.47 6.09
H -2.01 -3.46 4.01
H -1.47 -1.84 2.20
*
```

These are the Mulliken partial charges, in e, on atoms 1 to 6: number 1, C, carries -0.752; number 2, C, carries 0.635; number 3, O, carries -0.455; number 4, O, carries -0.375; number 5, C, carries -0.012; number 6, O, carries -0.518

=====

Please write out number 2 again, unchanged.
C11H15F2GaO9PS | the ωB97M-V functional and the def2-TZVPD basis

Properties
Energy relative to the best compared isomer or geometry (same formula, charge and spin) (eV): 0.628
HOMO energy (eV): -6.48
Maximum force (eV/Å): 3.7
LUMO (eV): 2.462

```
! wB97M-V def2-TZVPD RIJCOSX def2/J DEFGRID3
* xyz -1 1
C -1.17 -2.17 -1.83
C -1.91 -0.92 -2.29
O -1.81 -0.59 -3.40
O -2.70 -0.21 -1.41
C -2.01 0.86 -0.83
O -2.50 1.91 -0.89
C -0.71 0.68 -0.12
Ga 0.93 1.26 -1.19
O 1.71 -0.26 -1.93
C 0.61 2.77 -2.49
P 0.34 2.25 -4.20
O 1.16 3.05 -5.13
O 0.68 0.70 -4.46
O -1.22 2.55 -4.60
S 2.50 2.09 0.39
O 3.27 3.16 -0.17
O 1.83 2.44 1.61
F 3.57 0.90 0.78
H -0.13 -2.14 -2.15
H -1.28 -2.24 -0.74
H -1.65 -3.03 -2.31
H -0.54 -0.33 0.25
H -0.75 1.32 0.76
H 1.94 -0.82 -1.17
H -0.17 3.46 -2.15
H 1.52 3.37 -2.51
H 1.64 0.60 -4.51
H -1.71 1.73 -4.39
F 0.48 -0.14 2.29
C 0.18 -1.00 3.27
C 0.94 -1.00 4.42
C 0.63 -1.89 5.44
C -0.43 -2.77 5.29
C -1.18 -2.77 4.13
C -0.88 -1.87 3.11
H 1.77 -0.31 4.51
H 1.22 -1.89 6.35
H -0.67 -3.47 6.09
H -2.01 -3.46 4.01
H -1.47 -1.84 2.20
*
```

These are the Mulliken partial charges, in e, on atoms 1 to 6: number 1, C, carries -0.752; number 2, C, carries 0.635; number 3, O, carries -0.455; number 4, O, carries -0.375; number 5, C, carries -0.012; number 6, O, carries -0.518

=====

> Which of these has the highest HOMO energy?

C11H15F2GaO9PS